(1)
C22H20NO3PPdTe | the ωB97M-V functional and the def2-TZVPD basis

Geometry as XYZ:
```
49
Properties=species:S:1:pos:R:3:forces:R:3:nbo_charge:R:1
C -0.694122 1.486669 1.178441 -0.3381 -0.1202 -0.4566 -0.272
H -0.906322 -0.650931 1.107641 0.0888 0.0999 0.0460 0.211
C -0.588522 0.198969 1.708441 -0.3510 0.0869 -0.0064 -0.250
H -0.044022 -0.998231 3.400841 0.0402 0.0019 -0.0074 0.220
Te 1.660078 -1.538831 0.098241 -0.1112 -1.4823 -0.1046 0.688
C -3.358522 2.727469 0.241341 0.0263 -0.1249 -0.0055 -0.147
C -2.457322 2.679669 -0.813559 0.0409 -0.5999 -0.0681 -0.355
H -5.381622 5.171269 -0.915659 -0.0426 0.0673 0.0124 0.218
C 0.253378 1.100069 3.755441 0.0234 -0.0744 0.0103 -0.193
H 0.255878 -7.616931 -0.589759 -0.0121 -0.0744 0.0353 0.216
H 0.370278 3.234769 3.858141 0.0693 0.0766 0.0806 0.219
H -3.790522 5.061269 -2.795859 -0.0191 0.0185 -0.0703 0.220
N 0.197478 2.447969 -1.422659 -0.0501 -0.6129 0.0090 -0.929
H -5.092122 3.689669 1.037541 -0.0736 -0.0219 0.0394 0.218
C -2.617622 3.504669 -1.919559 0.0505 -0.0416 -0.0388 -0.190
H 1.868378 3.610869 -1.702959 -0.1773 -0.0629 0.2829 0.184
O 2.996778 1.014269 -1.375959 -1.1872 -1.0915 -0.7766 -0.752
C 2.190178 -4.284431 -0.811759 -0.1534 0.0061 0.0769 -0.083
H 2.693278 -7.621031 -0.985459 0.0667 -0.0997 0.0018 0.216
C 2.860178 -5.490431 -0.948659 -0.0199 -0.0898 -0.0030 -0.186
C 0.818678 -4.285731 -0.566759 0.1760 -0.0531 0.0585 0.039
C -3.672922 4.400169 -1.949659 0.0363 0.0193 -0.0597 -0.204
C 1.257178 3.231769 -0.865659 0.4891 0.7534 -0.0889 0.067
H -0.930122 -5.475931 -0.282859 -0.1184 -0.0294 0.0040 0.211
C -4.562722 4.467569 -0.888259 -0.0374 -0.0533 0.0368 -0.192
H -1.900422 3.452269 -2.726459 0.0123 0.0582 -0.0301 0.240
C 0.800778 -6.685931 -0.644359 -0.0918 -0.0541 0.0024 -0.204
C 0.131678 -5.486431 -0.482059 -0.0053 -0.0358 -0.0071 -0.228
P -0.979322 1.617569 -0.648759 0.3541 0.7852 1.1906 1.173
C 3.265078 1.909269 -0.539059 -0.3227 1.3502 1.0635 0.957
C -0.120422 0.002369 2.995041 -0.0783 0.0108 0.0744 -0.220
H -0.491522 3.579369 1.573841 0.0248 0.0974 0.0387 0.219
H -0.652222 -3.029831 0.365641 0.0481 0.1003 0.0288 0.229
C 0.098378 2.381969 3.256141 0.0019 0.1365 -0.0330 -0.185
H 3.894378 -3.000931 -0.489459 -0.0989 0.1099 0.0234 0.241
H 3.927978 -5.492231 -1.113259 0.1003 -0.0121 -0.0407 0.214
H 3.022878 -2.696531 -1.996359 -0.0657 0.1441 0.1465 0.245
H -3.221322 2.073969 1.092841 -0.0465 0.0462 0.0590 0.217
H -0.365922 -2.681231 -1.348459 0.1284 0.1698 0.1976 0.237
O 4.331778 2.287269 -0.147859 0.4343 0.1624 0.2276 -0.632
C -0.384522 2.580769 1.973941 -0.0705 -0.0577 -0.0894 -0.222
H 0.675878 0.953469 4.736041 -0.0107 -0.0071 0.1806 0.218
C 2.166178 -6.686731 -0.870159 0.1151 -0.0299 -0.0515 -0.207
C 2.904478 -2.971731 -0.945059 0.1326 0.3295 -0.1741 -0.638
O 2.086578 2.550069 0.055541 0.8090 -0.0249 -0.1177 -0.618
Pd 0.932878 0.533169 -1.128759 0.3342 0.0264 -1.5588 0.505
H 0.846478 4.093869 -0.315759 0.0394 -0.1635 -0.1881 0.178
C 0.111978 -2.977531 -0.409059 -0.0513 0.2558 0.0412 -0.666
C -4.406922 3.629069 0.204841 -0.1088 0.1048 0.0083 -0.226
```
Positions in Å, forces in eV/Å.

strongest force on any atom = 1.79 eV/A
ΔE to the lowest compared entry with this formula, charge and spin = 0.947 eV
Kohn-Sham gap = 7.8 eV
lowest unoccupied orbital energy = -0.9 eV

***

(2)
H6O3PSi | the ωB97M-V functional and the def2-TZVPD basis

Geometry as XYZ:
```
11
Properties=species:S:1:pos:R:3:forces:R:3:nbo_charge:R:1
H 1.526875 -1.734015 0.167635 0.2167 -0.4007 -0.3357 -0.124
H 2.459690 0.214345 -0.542505 1.9964 2.3229 0.5232 -0.126
H 1.323892 -1.038084 -2.185718 -0.5358 -0.3427 -1.5103 -0.097
H -0.837496 -0.214200 2.186042 -0.4284 -0.1825 0.2906 0.530
O -1.675444 0.120158 -0.969968 1.0311 1.1882 0.3206 -0.916
H -2.046556 -0.683335 -0.624239 -1.8178 -1.2339 -0.4115 0.514
H -0.402789 2.339926 0.787911 -3.1882 4.1231 1.7560 0.520
P -0.533543 0.223242 0.122788 1.4175 1.8271 0.2609 1.864
Si 1.500379 -0.674911 -0.852565 -2.2249 -1.9566 2.3057 0.709
O 0.100084 1.663390 0.508992 1.9276 -5.3098 -2.5505 -0.938
O -1.415091 -0.216514 1.401627 1.6059 -0.0351 -0.6490 -0.937
```
Positions in Å, forces in eV/Å.

strongest force on any atom = 6.20 eV/A
ΔE to the lowest compared entry with this formula, charge and spin = 1.329 eV
Kohn-Sham gap = 11.8 eV
lowest unoccupied orbital energy = -4.5 eV
total charge = +1

***

(3)
C30H31N9O2PtS3 | the ωB97M-V functional and the def2-TZVPD basis

Geometry as XYZ:
```
76
Properties=species:S:1:pos:R:3:forces:R:3:lowdin_spin:R:1
C -3.552164 -5.084654 -1.133938 0.9664 0.1249 0.1392 0.112
H 0.286836 3.346446 -2.323838 0.1215 -0.1399 -0.0183 0.000
C 2.880736 0.035346 -1.221638 -1.0140 0.1187 -0.4700 0.015
H 0.684736 5.067346 -2.268838 0.1203 0.0793 0.0009 0.000
H -3.544664 -6.161754 -1.052838 -0.0036 -0.0812 0.0065 0.005
Pt -0.694064 -1.779754 -0.594738 -1.5025 -0.5455 -1.7043 1.372
C -1.562664 5.966446 -1.055638 -0.0173 -0.2358 -0.0043 0.001
C -2.369364 -4.371654 -0.964938 -0.0733 -0.5214 -0.0750 0.022
H 0.738436 4.957846 0.159862 0.1031 0.0929 0.0228 0.000
H -0.718064 4.517846 -3.177538 -0.0157 -0.0378 -0.1748 0.000
H 0.662336 -5.533954 -1.487438 -0.1073 -0.1071 -0.0168 0.002
C 3.206436 -0.440154 4.534362 -0.1178 0.1987 -0.1246 -0.001
H -1.467064 -4.925954 -0.748538 -0.0644 0.0729 0.0206 0.001
C -2.677964 1.139546 -1.190638 -0.2779 -0.7087 -0.0897 0.083
C -3.465764 3.795046 -1.172638 -0.3452 -0.1564 0.0161 0.109
N 3.996036 -0.570254 -0.959638 1.0284 -0.4590 0.1423 0.089
C 2.361336 -1.015754 3.610362 -0.0074 -0.0561 0.1684 0.002
H 2.256136 -5.527654 2.498962 0.0736 -0.0842 0.0716 0.000
N -2.453164 -0.204554 -1.209338 1.0354 0.5475 0.3388 0.187
H -2.220964 6.151246 -0.211238 -0.0763 0.0898 0.1248 0.000
N 0.756736 -0.630454 -2.341538 -0.3653 0.0618 -0.0986 0.074
C 1.589036 -0.199054 2.792762 -0.6336 -0.2309 -0.7983 0.002
N 2.084436 -0.775454 -2.000038 1.2630 -0.2907 0.0197 0.059
C -2.095964 3.476946 -1.076538 0.5580 -0.8339 -0.0616 0.037
O -0.576564 -1.678554 2.097062 -0.0902 -0.0704 0.5802 0.049
C -3.554964 -0.892754 -1.334338 -1.1825 -0.7597 -0.1461 0.025
O 0.045636 0.274146 0.750562 -0.0632 0.4394 0.2457 0.034
C 2.492336 1.385846 -0.784238 -0.0439 0.0746 0.0326 0.001
S 2.186336 -3.251854 -3.042638 -0.0580 -0.4291 -0.1955 0.590
C -4.046864 1.491746 -1.318138 -0.3915 -0.0373 -0.0670 0.114
H 2.282336 -2.088554 3.511062 0.0928 -0.0813 0.0607 0.000
C -1.015664 4.539646 -1.032538 0.3858 0.1334 0.0084 0.003
H 0.092536 3.333646 0.417862 0.1166 -0.1694 0.0597 0.000
C 1.877436 -5.045754 1.609162 -0.1744 -0.3123 -0.2177 0.010
C -4.757964 -3.044654 -1.467938 -0.4653 -0.5663 -0.0787 0.020
H 0.575736 -1.106454 -3.230738 0.1553 0.1571 0.2244 0.003
H 1.506536 -6.859854 0.493262 0.0112 -0.1275 0.0021 0.001
H -3.775464 4.826846 -1.144738 -0.0116 0.1030 -0.0296 0.005
N 4.131536 1.534746 5.537162 0.3687 0.2455 0.3923 0.003
S 0.479836 -0.852754 1.570962 1.2305 0.3610 1.2329 0.015
C -3.568464 -2.323854 -1.306438 -0.2164 0.7311 -0.1117 0.152
N 1.839036 -3.725954 1.632262 0.1100 0.7374 0.3168 0.018
H 3.272636 1.794946 -0.148038 0.0024 0.0022 -0.0059 0.000
H -0.701364 1.826046 -0.942838 0.2182 0.0823 0.0423 0.000
H -2.103364 6.170546 -1.974938 -0.0982 0.0876 -0.1476 0.000
H -5.657764 -4.978054 -1.531538 -0.0932 -0.0256 -0.0068 0.001
H 2.540236 2.846246 3.904062 0.0054 0.0744 0.0118 0.000
N 1.277736 -1.759654 0.458162 -0.5909 1.6283 -0.1445 0.120
H 4.715336 0.974446 6.135062 -0.0596 0.1235 -0.0391 0.000
H -5.680264 -2.511454 -1.649438 -0.1366 -0.0793 -0.0528 0.000
C 1.355436 -3.097654 0.570462 0.2844 -2.1493 0.2381 0.027
C -0.129864 4.348946 -2.279238 -0.2076 0.1325 0.1807 0.001
C 3.296536 0.965646 4.654362 -0.3947 -0.2318 -0.5250 0.003
C -2.338964 -2.989654 -1.055438 1.2501 0.5940 0.5132 0.245
H 4.203536 2.537646 5.602862 0.0233 -0.2155 0.0639 0.000
N 0.906336 -3.740354 -0.528738 0.3181 0.3234 -0.1739 0.167
H 2.348536 2.043346 -1.642038 0.0527 0.0576 -0.0745 0.000
C 0.972636 -5.058954 -0.566238 0.3678 -0.6277 0.4098 0.020
C 2.764036 -1.951054 -2.184638 -0.1398 0.4609 0.0728 0.020
C -0.172864 4.371846 0.243462 -0.1838 0.0475 -0.1662 0.001
C 2.495736 1.770446 3.815162 0.0726 -0.2363 0.0725 0.001
H 3.809636 -1.058054 5.182462 0.0400 -0.1025 0.0275 0.000
C 1.453436 -5.785554 0.512662 -0.0910 0.1435 -0.2103 0.013
H 4.697336 -2.431954 -1.468538 0.0161 0.0055 -0.0339 0.000
H 1.021736 1.781246 2.260062 0.0222 0.1916 0.0162 0.000
H -5.482764 3.089246 -1.352938 -0.0641 0.0844 -0.0338 -0.002
H 0.478936 0.348846 -2.381238 0.2827 -0.0993 -0.0287 0.001
C -4.438164 2.826746 -1.290038 -0.1809 -0.2514 -0.0152 -0.007
H -0.734764 6.668046 -0.993838 0.0542 0.0672 0.0069 0.000
H -0.731864 4.731646 1.103962 -0.0150 -0.0427 0.1560 0.000
C 1.656836 1.186646 2.897762 -0.0488 0.0370 0.0007 0.003
S -5.012964 0.073846 -1.480138 0.2542 0.0879 0.0894 0.033
N 3.932636 -1.775454 -1.539338 -0.8937 0.6310 0.0028 0.062
C -4.745064 -4.419354 -1.396838 -0.7434 0.8620 -0.1404 0.055
C -1.723164 2.136346 -1.072738 0.1951 0.9191 0.0924 0.021
H 1.559236 1.315846 -0.224138 0.0598 0.0909 0.0569 0.000
```
Positions in Å, forces in eV/Å.

strongest force on any atom = 2.34 eV/A
Kohn-Sham gap (alpha / beta) = 6.6 / 3.3 eV
lowest unoccupied orbital energy (alpha / beta) = -5.7 / -9.1 eV
total charge = +2
spin multiplicity = 5

***

- Which formula does entry 2 have?
  H6O3PSi

***

- Which of these has the highest strongest force on any atom?
  H6O3PSi

***

- Which formula does entry 3 have?
  C30H31N9O2PtS3